# 1
A structure of composition C33H61BiN11O3P2S2SeSiTe, computed with ωB97M-V with the def2-TZVPD basis set.

Geometry as XYZ:
```
116
Properties=species:S:1:pos:R:3:mulliken_charge:R:1
Bi 0.6547 0.3403 -0.4175 0.840
N -1.3368 1.3042 2.6381 -0.341
N -1.8180 0.3095 3.5341 0.120
C -2.6535 -0.6574 3.1259 0.628
N -2.9290 -1.6251 4.0264 -0.274
S -3.4089 -0.6271 1.6154 -0.459
H -0.3873 1.0190 2.3882 -0.008
H -1.8982 1.1473 1.7954 0.091
H -1.2073 0.1602 4.3382 0.017
H -2.3680 -1.7651 4.8615 0.008
H -3.4343 -2.4132 3.6647 0.174
C 4.5644 -1.1465 1.4304 -0.969
N 3.8976 -2.4207 1.1633 0.694
C 4.5691 -3.2423 0.1715 -0.828
P 2.3240 -2.5681 1.6067 -0.900
O 1.5756 -1.3087 1.7617 -0.277
O 1.7553 -3.5452 0.4381 0.913
P 0.2459 -3.4662 -0.1441 -1.564
O -0.3207 -2.1212 -0.3416 0.377
N 0.3344 -4.2823 -1.5690 0.557
C 0.1814 -3.5821 -2.8445 -0.655
C 1.1019 -5.5094 -1.6604 -1.062
N -0.5823 -4.3105 1.0026 0.826
C -0.1067 -5.5385 1.6078 -0.986
C -2.0319 -4.1609 1.0274 -0.701
N 2.1851 -3.5168 2.9591 0.790
C 1.8668 -2.8854 4.2370 -0.786
C 3.0843 -4.6489 3.0731 -1.152
H 4.7046 -0.5999 0.4946 0.259
H 5.5343 -1.3270 1.9037 0.323
H 3.9563 -0.5293 2.0892 0.228
H 4.6209 -2.7150 -0.7857 0.179
H 4.0381 -4.1782 0.0158 0.180
H 5.5821 -3.4719 0.5162 0.329
H -0.3308 -2.6363 -2.6934 -0.148
H -0.4060 -4.2061 -3.5241 0.390
H 1.1526 -3.3616 -3.2939 0.269
H 1.1751 -5.9988 -0.6905 0.263
H 2.1177 -5.3152 -2.0246 0.278
H 0.6140 -6.2011 -2.3519 0.357
H -0.4737 -6.4271 1.0770 0.305
H -0.4631 -5.5885 2.6396 0.354
H 0.9790 -5.5597 1.6320 0.162
H -2.3159 -3.1806 0.6501 0.050
H -2.3721 -4.2289 2.0637 0.246
H -2.5304 -4.9456 0.4449 0.195
H 1.2525 -2.0102 4.0762 0.071
H 2.7737 -2.5804 4.7728 0.230
H 1.3179 -3.5921 4.8622 0.363
H 3.2333 -5.1218 2.1003 0.327
H 2.6506 -5.3923 3.7461 0.376
H 4.0688 -4.3599 3.4617 0.243
C -1.3231 0.3583 -1.5874 -1.541
Si -1.1333 1.1891 -3.2090 -0.220
C 0.3824 2.3252 -3.0627 -0.885
N 0.7094 2.5873 -1.6388 1.462
C 2.0486 3.1980 -1.5134 -0.804
C 2.1402 4.5753 -2.1783 -0.828
C 0.8469 5.3832 -1.9775 -0.933
C 0.1168 4.8694 -0.7436 -0.609
C -0.3158 3.4159 -0.9429 0.336
C -2.6305 2.2695 -3.6286 0.401
C -2.5877 3.1568 -4.7087 -0.532
C -3.6715 3.9600 -5.0303 -0.741
C -4.8343 3.8890 -4.2728 -0.418
C -4.9022 3.0128 -3.2005 -0.689
C -3.8094 2.2134 -2.8841 -0.091
C -0.9496 -0.0352 -4.6253 0.441
C -2.0919 -0.7304 -5.0357 -0.332
C -2.0315 -1.6993 -6.0260 -0.723
C -0.8175 -1.9863 -6.6371 -0.481
C 0.3256 -1.3038 -6.2489 -0.818
C 0.2593 -0.3400 -5.2501 -0.022
H -1.6604 -0.6745 -1.6280 0.767
H -1.9967 0.9028 -0.9195 0.574
H 0.2592 3.2610 -3.6208 0.233
H 1.2454 1.7992 -3.4794 0.483
H 2.7647 2.4951 -1.9403 0.391
H 2.2654 3.2792 -0.4481 0.100
H 2.3718 4.4806 -3.2410 0.314
H 2.9822 5.1016 -1.7217 0.451
H 0.1883 5.2766 -2.8445 0.263
H 1.0674 6.4483 -1.8865 0.469
H -0.7688 5.4712 -0.5227 0.510
H 0.7880 4.9345 0.1187 0.140
H -1.2340 3.3863 -1.5334 0.102
H -0.5380 2.9689 0.0332 -0.578
H -1.6900 3.2188 -5.3170 0.350
H -3.6124 4.6404 -5.8713 0.393
H -5.6832 4.5148 -4.5197 0.364
H -5.8052 2.9506 -2.6055 0.416
H -3.8774 1.5370 -2.0387 0.450
H -3.0484 -0.5112 -4.5705 0.358
H -2.9287 -2.2302 -6.3207 0.400
H -0.7639 -2.7430 -7.4108 0.371
H 1.2782 -1.5313 -6.7119 0.404
H 1.1733 0.1408 -4.9260 0.272
Se -1.0269 -2.1076 7.0353 -0.385
C -0.1603 -0.7920 6.1449 0.159
N 0.3616 0.0794 5.5753 -0.800
Te 2.6033 -0.6007 -2.1148 -1.039
S 1.9520 2.8964 2.2686 -0.311
C 0.8427 3.4817 3.4123 0.324
N 0.7101 2.9380 4.6296 -0.118
C -0.2931 3.3549 5.6023 -0.686
C -1.4885 3.9675 4.8885 -0.320
C -1.0033 5.0591 3.9570 -0.760
N 0.0876 4.5617 3.1301 -0.151
H 1.1013 2.0102 4.7330 0.324
H 0.1472 4.0699 6.3055 0.346
H -0.5899 2.4650 6.1494 0.314
H -2.1924 4.3798 5.6130 0.408
H -2.0010 3.1986 4.3060 0.052
H -0.6632 5.9228 4.5391 0.295
H -1.8062 5.3916 3.2976 0.386
H 0.1740 4.8866 2.1834 0.096
```

The energy above the lowest of the compared OMol25 structures with the same formula, charge and spin is 2.9 kcal per mole. The orbital gap comes out at 6.373 eV. As for the net charge: -1. The value obtained for the HOMO energy is -0.152 hartree.

***

# 2
A cluster of 2 separate species, C33H62F9N5O4P in total at a distorted geometry, computed with ωB97M-V with the def2-TZVPD basis set.

Geometry as XYZ:
```
114
Properties=species:S:1:pos:R:3:mulliken_charge:R:1
C 1.5538 -4.1835 -0.2165 -1.192
C 0.1283 -3.8975 0.2880 -0.867
C -0.2280 -2.3978 0.3849 -0.963
C -0.9390 -1.7984 -0.8022 -0.019
O -0.8881 -0.3396 -0.7545 -0.565
C -1.0341 0.1891 0.4292 0.572
N -1.0928 0.6657 1.4770 -0.567
C -0.2826 -2.1155 -2.1661 0.637
C 0.8822 -1.1920 -2.5580 -1.813
C 0.5369 0.1290 -3.2816 -0.423
C 1.1748 1.3417 -2.5442 -0.944
C 2.4699 1.8740 -3.1796 -0.901
C 3.7196 1.3872 -2.4495 -0.710
O 3.6021 1.6391 -1.0637 -0.264
C 4.6343 2.4537 -0.5412 -0.800
C -1.4803 -2.2586 -3.1450 -1.304
C -2.4369 -2.9813 -2.1978 -0.409
C -3.6929 -3.6866 -2.7143 0.556
F -4.1367 -4.5833 -1.8172 -0.298
F -3.2456 -4.3960 -3.7667 -0.327
C -4.9484 -2.8930 -3.2088 0.581
F -5.5813 -3.6999 -4.0786 -0.310
F -5.8010 -2.7036 -2.1975 -0.196
C -4.6890 -1.5848 -3.9766 0.707
F -3.8806 -1.8629 -5.0028 -0.299
F -4.1201 -0.6692 -3.1594 -0.277
C -5.9677 -0.9240 -4.5863 0.433
F -5.5853 0.2886 -5.0012 -0.256
F -6.9108 -0.7586 -3.6709 -0.172
F -6.4073 -1.5897 -5.6321 -0.224
N -2.4453 -2.0878 -1.0054 0.985
C -3.3227 -2.3787 0.1826 -0.616
C -4.5536 -1.4581 0.2074 0.001
C -4.4223 -0.2475 1.1413 -0.507
C -5.7900 0.3330 1.5076 -1.298
C -6.6269 0.7701 0.2900 -0.144
C -8.1346 0.4356 0.3952 -0.761
C -9.0278 1.6024 -0.0368 -0.515
C -10.4422 1.1879 -0.4790 -0.756
O -10.7081 1.6030 -1.8096 -0.427
C -10.7801 0.5692 -2.7711 -0.642
H 2.1985 -3.3115 -0.0995 0.278
H 1.5721 -4.4326 -1.2796 0.346
H 1.9983 -5.0217 0.3146 0.387
H 0.1022 -4.2652 1.3147 0.524
H -0.6140 -4.4894 -0.2516 0.173
H -0.7454 -2.2227 1.3279 0.682
H 0.7106 -1.8435 0.4638 0.658
H 0.1312 -3.1224 -2.2276 0.326
H 1.5047 -1.7901 -3.2273 0.695
H 1.4914 -1.0189 -1.6687 0.555
H -0.5318 0.3288 -3.3121 0.099
H 0.9840 0.1085 -4.2736 0.664
H 1.3377 1.1047 -1.4925 0.312
H 0.4453 2.1551 -2.5406 0.503
H 2.5157 1.6179 -4.2399 0.386
H 2.4584 2.9614 -3.0834 0.365
H 3.9175 0.3258 -2.6446 0.288
H 4.5739 1.9517 -2.8374 0.495
H 4.4377 2.6231 0.5146 0.178
H 4.6836 3.4189 -1.0573 0.361
H 5.6189 1.9814 -0.6114 0.356
H -1.7988 -1.2813 -3.5018 0.433
H -1.2802 -2.8919 -4.0052 0.578
H -1.8180 -3.8303 -1.8894 0.110
H -2.7529 -1.1556 -1.3055 0.682
H -2.7786 -2.2006 1.1085 0.398
H -3.6178 -3.4244 0.2086 0.429
H -5.3993 -2.0654 0.5382 0.531
H -4.7989 -1.1092 -0.7934 -0.449
H -3.9030 0.5523 0.5986 0.187
H -3.8263 -0.4767 2.0258 0.417
H -5.6049 1.2258 2.1082 0.388
H -6.3539 -0.3552 2.1418 0.488
H -6.2616 0.3501 -0.6494 -0.047
H -6.5602 1.8544 0.1760 0.596
H -8.3952 0.0764 1.3921 0.380
H -8.3377 -0.3870 -0.3003 0.225
H -9.1143 2.3155 0.7859 0.285
H -8.5740 2.1166 -0.8860 0.410
H -10.6326 0.1197 -0.3378 0.477
H -11.1672 1.7190 0.1432 0.351
H -11.8158 0.3910 -3.0730 0.264
H -10.3300 -0.3637 -2.4213 0.269
H -10.2347 0.8864 -3.6632 0.257
O 6.7510 2.2038 2.3346 -0.780
P 7.8196 2.1013 3.3591 0.450
N 7.6750 0.5660 4.0388 0.201
C 8.3835 0.1919 5.2486 -0.992
C 7.6413 -0.5418 3.0909 -1.028
N 7.3090 3.2094 4.5759 0.188
C 6.4074 2.7287 5.6164 -0.954
C 6.8216 4.4589 4.0051 -1.185
N 9.5011 2.3772 3.5519 0.235
C 10.0055 3.5668 4.2437 -0.921
C 10.2273 2.2094 2.2748 -0.979
H 9.4203 -0.1116 5.0556 0.314
H 7.8648 -0.6492 5.7142 0.337
H 8.4078 0.9991 5.9741 0.277
H 8.6389 -0.7801 2.6965 0.329
H 6.9880 -0.3036 2.2532 0.255
H 7.2467 -1.4354 3.5783 0.357
H 5.5455 2.1793 5.2174 0.301
H 6.0340 3.5818 6.1851 0.379
H 6.9208 2.0909 6.3317 0.233
H 5.8006 4.3728 3.6173 0.328
H 7.4584 4.7831 3.1795 0.361
H 6.8465 5.2433 4.7650 0.387
H 9.7089 4.5089 3.7736 0.277
H 11.0957 3.5106 4.2369 0.399
H 9.6867 3.5735 5.2799 0.261
H 10.0304 3.0275 1.5744 0.332
H 9.9295 1.2742 1.7939 0.293
H 11.3002 2.1562 2.4559 0.350
```

The orbital gap comes out at 7.814 eV. As for the net charge: +1. The value obtained for the HOMO energy is -0.360 hartree.

***

- Which of these has the highest HOMO energy?
  C33H61BiN11O3P2S2SeSiTe